Computed, not measured: a 6-piece molecular cluster, C13H25Br10FNO5S overall at a distorted geometry, with ωB97M-V/def2-TZVPD.

The calculation puts the LUMO energy at 1.6 eV. For the HOMO energy, the calculation gives -5.2 eV. The total charge is -1. The calculation puts the total energy at -27179.57546 Ha.

```
56
Properties=species:S:1:pos:R:3:forces:R:3:nbo_charge:R:1
O -1.33422 -1.40625 4.09948 0.1 -0.2 0.5 -0.702
C -1.20956 -1.79047 2.94720 -0.5 1.1 0.4 0.875
O -1.52753 -1.23875 1.88659 0.2 -0.3 -0.4 -0.766
N -0.48265 -3.13126 2.83502 -0.2 -0.4 -1.4 -0.768
C 0.97019 -2.93689 2.63645 0.1 0.4 0.5 -0.245
C 1.39079 -1.84115 1.66061 0.2 -0.3 -0.1 -0.118
O 1.73156 -0.69587 2.44247 0.1 -0.1 -0.4 -0.741
S -1.11403 -4.24531 1.81029 1.0 -1.1 1.1 2.535
O -0.19449 -4.61035 0.77650 -0.1 0.4 -0.3 -0.957
O -1.65121 -5.32774 2.57541 -0.4 0.2 -0.1 -0.943
F -2.33956 -3.56833 1.14751 -0.1 0.1 -0.1 -0.463
H 1.34994 -2.62760 3.61226 -0.1 0.0 0.1 0.228
H 1.45699 -3.88323 2.41916 -0.2 -0.1 -0.2 0.216
H 0.62974 -1.60254 0.91586 -0.1 0.0 0.5 0.216
H 2.27217 -2.19752 1.11203 -0.3 0.1 0.1 0.146
H 1.73912 0.05650 1.84018 -0.1 0.1 0.1 0.474
Br 4.67610 -2.65802 1.13556 0.4 -0.2 0.1 0.012
C 5.53738 -4.38320 0.86753 0.0 0.2 -0.2 -0.454
C 4.53200 -5.50099 0.76658 0.0 -0.1 0.2 -0.454
Br 3.81390 -5.97690 2.50757 0.0 0.0 0.0 0.000
H 6.22880 -4.52315 1.69178 0.0 0.0 0.0 0.227
H 6.09485 -4.28666 -0.06202 0.0 -0.1 0.0 0.220
H 5.00864 -6.40485 0.39380 0.0 0.0 0.0 0.223
H 3.68399 -5.25295 0.13505 0.0 0.0 0.0 0.237
Br -0.09634 1.31747 0.02050 0.0 0.0 -0.1 -0.057
C -1.05817 1.71730 1.66669 0.0 0.2 0.2 -0.460
C -0.43809 2.89516 2.37756 -0.1 -0.2 0.0 -0.443
Br 1.21741 2.36936 3.24824 0.1 0.3 0.1 -0.023
H -1.05382 0.79713 2.25094 0.0 0.0 -0.1 0.297
H -2.07751 1.94502 1.36420 0.0 0.0 0.0 0.233
H -1.09123 3.25080 3.17031 0.0 -0.1 0.0 0.228
H -0.19856 3.71708 1.70963 0.0 0.0 0.0 0.214
Br -3.84099 4.46611 2.08642 0.0 0.0 0.0 -0.017
C -3.93535 5.02791 0.22536 -0.1 0.1 0.2 -0.446
C -4.74722 4.07287 -0.60397 0.0 -0.2 -0.3 -0.464
Br -3.77847 2.44399 -1.03150 -0.1 -0.1 0.2 0.012
H -2.91512 5.12590 -0.13065 0.0 0.0 0.0 0.235
H -4.40901 6.00686 0.24524 0.0 0.0 0.0 0.224
H -4.97937 4.52158 -1.56659 0.0 0.1 0.0 0.231
H -5.66569 3.77136 -0.11077 0.0 0.0 0.0 0.228
Br 0.55459 -2.35477 -1.57347 0.0 -0.1 -0.4 0.044
C 2.36954 -2.60221 -2.20367 -0.2 0.2 0.1 -0.472
C 2.42489 -2.97726 -3.66023 0.2 -0.1 0.0 -0.437
Br 1.93514 -4.84000 -3.94695 0.0 0.0 0.0 -0.027
H 2.82357 -3.35220 -1.56367 0.1 0.0 0.0 0.224
H 2.86438 -1.64624 -2.04328 0.1 0.0 0.0 0.229
H 3.44051 -2.88747 -4.04078 0.0 0.0 0.0 0.216
H 1.75424 -2.37962 -4.26809 0.0 0.0 0.0 0.228
Br -4.45288 6.95087 -3.29976 0.0 0.0 0.1 -0.025
C -2.72176 6.94983 -4.18927 -0.1 0.0 -0.1 -0.440
C -2.25183 5.55943 -4.52469 0.2 -0.1 0.1 -0.463
Br -1.58582 4.61154 -2.96515 0.0 0.1 -0.1 0.015
H -2.03488 7.47161 -3.53166 0.0 0.0 0.0 0.232
H -2.86971 7.53068 -5.09685 0.0 0.0 0.0 0.225
H -1.41066 5.61019 -5.21249 0.0 0.0 0.0 0.228
H -3.03472 4.94319 -4.95444 0.0 0.0 0.0 0.231
```
Positions in Å, forces in eV/Å.

---

Computed, not measured: a 7-piece molecular cluster, C13H25Br12Cl3 overall at a distorted geometry, with ωB97M-V/def2-TZVPD.

The calculation puts the LUMO energy at 0.2 eV. For the HOMO energy, the calculation gives -10.1 eV. The total charge is 0. Its structure (SMILES) is ClC(Cl)Cl.BrCCBr.BrCCBr.BrCCBr.BrCCBr.BrCCBr.BrCCBr. The calculation puts the total energy at -32779.10028 Ha.

```
53
Properties=species:S:1:pos:R:3:forces:R:3:nbo_charge:R:1
Br -1.97509 4.50564 -0.98956 0.0 0.0 0.1 -0.006
C -0.25990 3.98305 -1.73193 0.3 0.3 -0.2 -0.450
C -0.05318 4.69076 -3.06367 -0.2 -0.5 0.3 -0.438
Br 1.23105 3.68976 -4.12832 0.0 0.0 -0.1 -0.021
H -0.23228 2.90823 -1.84344 -0.3 -0.2 0.0 0.232
H 0.49535 4.27295 -1.01088 0.0 0.0 0.1 0.226
H 0.36561 5.67886 -2.95185 -0.1 0.2 0.1 0.227
H -0.98464 4.72130 -3.61476 0.0 0.0 -0.2 0.232
Br 0.52968 2.88881 6.20807 0.1 0.1 0.1 -0.012
C -0.81073 2.37015 4.91185 -0.1 0.1 -0.5 -0.451
C -1.20512 3.56708 4.06287 0.1 -0.8 0.3 -0.441
Br -2.59744 2.99109 2.84102 -0.2 0.0 0.0 -0.007
H -1.66015 1.94674 5.43284 0.0 0.0 0.2 0.227
H -0.34730 1.60818 4.29458 0.0 -0.1 0.0 0.229
H -0.36655 3.86466 3.44885 0.0 0.4 0.0 0.223
H -1.61316 4.36191 4.66899 0.1 0.3 -0.1 0.229
Br 4.50424 -0.40275 -5.81503 0.0 0.0 -0.1 -0.012
C 4.66173 0.41705 -4.05812 1.2 -0.3 -0.3 -0.446
C 3.35929 0.32771 -3.36961 -1.0 0.6 -0.1 -0.449
Br 3.46840 1.36477 -1.72947 -0.1 -0.3 0.4 -0.016
H 5.03862 1.42005 -4.21435 -0.3 0.2 0.0 0.232
H 5.45520 -0.12147 -3.54312 -0.2 -0.1 0.0 0.227
H 3.01825 -0.68756 -3.20636 0.2 -0.1 0.4 0.232
H 2.57349 0.82912 -3.93143 0.1 0.0 -0.1 0.232
Br -3.34823 1.90721 -3.84390 0.0 -0.1 0.1 -0.033
C -3.84962 0.60816 -2.45449 0.1 0.5 -0.4 -0.425
C -3.75703 1.26547 -1.11817 0.0 -0.2 0.4 -0.441
Br -4.32509 -0.02837 0.23168 0.0 0.0 0.0 -0.021
H -3.14653 -0.20254 -2.55505 0.0 -0.3 0.0 0.223
H -4.85527 0.31502 -2.70633 -0.2 -0.2 0.0 0.230
H -4.40174 2.12468 -1.00740 -0.1 0.1 -0.1 0.232
H -2.74376 1.53559 -0.86338 0.2 0.1 0.0 0.232
Br -0.01158 -4.93688 0.64582 0.2 0.0 0.2 -0.016
C -1.36072 -4.61544 -0.70328 0.1 1.3 0.6 -0.446
C -1.75718 -5.88863 -1.27929 -0.1 -1.5 -1.1 -0.440
Br -3.08385 -5.58932 -2.67132 -0.2 0.0 0.0 -0.013
H -0.92107 -3.96532 -1.44531 0.1 0.2 -0.1 0.228
H -2.18928 -4.11128 -0.22519 -0.1 0.2 0.2 0.231
H -2.17316 -6.59723 -0.58017 -0.2 0.0 0.2 0.231
H -0.92455 -6.35348 -1.79579 0.1 -0.1 0.0 0.226
Br 1.43277 -4.52993 5.63603 -0.1 -0.2 0.1 0.007
C 1.60124 -3.47190 4.03141 0.0 0.5 -0.3 -0.460
C 3.00597 -3.60456 3.52661 0.1 0.2 -0.2 -0.421
Br 3.31622 -2.45975 1.95966 -0.2 -0.1 0.1 -0.037
H 1.40710 -2.44314 4.30258 -0.1 0.1 0.2 0.226
H 0.86807 -3.76789 3.29269 -0.2 -0.3 0.0 0.233
H 3.22463 -4.61221 3.20588 0.2 -0.1 0.0 0.226
H 3.70154 -3.25202 4.27196 0.3 -0.1 0.1 0.227
C 0.43703 0.24749 1.05904 0.1 0.4 0.6 -0.280
Cl 0.52293 1.98794 1.39599 0.0 0.0 -0.2 -0.001
Cl -0.50285 -0.09743 -0.36953 0.0 0.0 -0.3 0.027
Cl -0.22040 -0.59560 2.45839 -0.1 -0.1 0.0 0.017
H 1.45905 -0.06474 0.93369 0.2 -0.3 -0.2 0.240
```
Positions in Å, forces in eV/Å.

---

Computed, not measured: C13H25F6N3O9S2Ti as an isolated structure at a distorted geometry, with ωB97M-V/def2-TZVPD.

The calculation puts the LUMO energy (alpha / beta) at 2.2 / 2.2 eV. For the HOMO energy (alpha / beta), the calculation gives -0.3 / -4.9 eV. The total charge is -1. The spin multiplicity is 4. The calculation puts the total energy at -3596.74951 Ha.

```
59
Properties=species:S:1:pos:R:3:forces:R:3:nbo_charge:R:1
Ti -1.02635 0.78293 1.75571 -1.9 2.2 -2.1 1.444
C -0.78926 -0.90303 -3.86302 0.5 -0.9 -0.8 -0.804
C 0.18658 0.12799 -3.39007 -0.1 1.4 0.7 -0.231
N 1.59786 -0.34313 -3.12522 -1.1 -1.2 -0.4 -0.211
C 1.53344 -1.59555 -2.30571 0.1 1.0 1.0 -0.622
C 2.14183 -0.81650 -4.42572 1.6 0.2 -0.7 -0.501
C 2.43750 0.28105 -5.42575 0.3 0.2 -0.3 -0.684
C 2.46032 0.72709 -2.54554 0.1 0.4 -0.2 -0.232
C 2.34002 1.03667 -1.06127 -0.3 -0.2 -0.8 -0.096
O 2.82495 -0.02489 -0.27473 0.0 0.3 0.5 -0.552
C 2.75331 0.30631 1.10586 0.5 -0.3 0.4 -0.231
H -0.43181 -1.38735 -4.78580 -0.2 0.1 0.1 0.197
H -1.74692 -0.46115 -4.11433 -0.1 0.2 0.3 0.246
H -0.91598 -1.71481 -3.15917 -0.4 0.0 0.3 0.205
H -0.15666 0.60069 -2.46363 0.0 0.1 -0.1 0.248
H 0.30141 0.89501 -4.15195 -0.1 0.2 0.1 0.207
H 2.55660 -1.86536 -2.06442 0.0 -0.5 -0.2 0.232
H 0.94297 -2.29560 -2.87297 0.3 -0.6 0.0 0.207
H 1.04257 -1.37864 -1.35527 -0.1 0.0 -0.2 0.228
H 1.52967 -1.60570 -4.84429 -0.4 0.0 0.1 0.217
H 3.09760 -1.30320 -4.20697 -0.1 0.0 0.2 0.212
H 3.04234 -0.12791 -6.23952 -0.2 -0.2 0.0 0.239
H 3.07288 1.05095 -4.99239 -0.1 0.1 0.0 0.204
H 1.56857 0.75187 -5.87836 -0.1 0.0 0.1 0.213
H 2.20595 1.65902 -3.05582 -0.2 -0.1 0.0 0.230
H 3.47648 0.49926 -2.88130 0.0 -0.2 0.5 0.221
H 1.29267 1.29786 -0.82857 0.2 0.1 0.2 0.232
H 2.96322 1.93794 -0.95092 -0.2 -0.1 0.3 0.190
H 3.27179 1.24666 1.33127 -0.3 0.1 -0.2 0.178
H 3.28213 -0.45386 1.68336 -0.1 -0.2 -0.3 0.208
H 1.72568 0.34239 1.50186 0.1 0.1 -0.3 0.145
C -2.62141 -0.94566 5.73883 0.1 1.4 0.0 0.755
F -2.71723 -2.07043 6.44750 -0.4 0.4 -0.6 -0.295
F -3.72954 -0.69823 4.99233 0.9 -0.7 0.7 -0.311
F -2.46460 0.08381 6.58558 -0.2 -0.6 -0.4 -0.299
S -1.12359 -1.10508 4.62662 0.0 -1.5 -1.6 2.159
O -0.08289 -1.67828 5.42129 -0.1 1.2 0.8 -0.881
O -1.52162 -2.00087 3.57428 -0.9 1.0 -0.3 -0.918
N -0.84405 0.45743 3.95643 0.5 -2.6 1.1 -1.266
S 0.50225 0.92582 4.72794 0.9 2.2 2.4 2.200
O 0.23137 1.23652 6.10817 -0.3 -0.1 -0.3 -0.933
O 1.71691 0.21539 4.50312 0.2 -0.4 -1.3 -0.906
C 0.78347 2.61942 4.00218 -0.2 -0.5 0.2 0.744
F 1.98149 3.05399 4.34564 0.4 0.0 0.4 -0.302
F 0.76324 2.56273 2.67274 -0.4 0.0 -1.0 -0.311
F -0.12107 3.46383 4.43227 -0.4 0.3 0.0 -0.280
C -1.82999 3.01023 0.34515 -1.5 2.7 -1.7 0.937
O -2.33962 2.66559 1.54799 1.9 -1.5 -1.1 -0.918
O -0.86964 2.22956 -0.15824 -0.4 -1.0 1.8 -0.941
O -2.26919 4.04517 -0.32858 1.4 -3.5 2.4 -0.778
O -1.89256 -1.16343 0.78528 1.8 0.9 0.4 -0.701
C -2.97467 -1.64621 0.51712 -0.8 -1.0 -0.5 0.710
N -3.09905 -2.87704 -0.05667 0.0 1.2 0.6 -0.817
C -4.22284 -0.90160 0.81879 -0.4 0.2 0.4 -0.719
H -2.28227 -3.41759 -0.25786 0.3 -0.2 -0.1 0.400
H -4.00818 -3.22833 -0.27554 -0.1 -0.2 -0.1 0.394
H -4.47458 -1.05292 1.87272 -0.1 -0.3 -0.1 0.251
H -5.05297 -1.21861 0.18860 0.0 0.2 0.1 0.218
H -4.01852 0.16776 0.75099 -0.1 0.0 -0.3 0.268
```
Positions in Å, forces in eV/Å.

---

Computed, not measured: C13H25HgO3 as an isolated structure at a distorted geometry, with ωB97M-V/def2-TZVPD.

The calculation puts the LUMO energy at -5.8 eV. For the HOMO energy, the calculation gives -12.9 eV. The total charge is +1. The calculation puts the total energy at -889.15104 Ha.

```
42
Properties=species:S:1:pos:R:3:forces:R:3:nbo_charge:R:1
C -5.65648 3.16131 0.66251 0.1 -0.6 0.4 -0.641
C -4.27169 2.59807 0.34774 -0.8 1.0 -0.4 -0.072
O -3.44107 2.40272 1.50726 0.5 -0.4 -0.6 -0.526
C -3.69187 1.28751 2.20649 0.3 0.0 0.4 0.799
O -4.78046 0.85306 2.42395 -0.7 -0.3 -0.3 -0.553
C -2.45139 0.61710 2.76358 0.0 0.2 -0.1 -0.518
C -1.20758 0.70370 1.87331 0.3 -0.2 0.6 -0.391
C -0.91567 -0.62362 1.09864 0.3 1.6 1.1 -0.516
C 0.46493 -1.16513 1.19598 -1.8 -2.9 -3.1 0.539
O 1.27229 -0.92362 0.27244 0.6 1.0 0.1 -0.353
C 2.09295 -2.03245 -0.24156 1.0 -1.2 -0.4 -0.078
C 3.23312 -1.50439 -1.06988 0.4 1.8 0.6 -0.257
C 4.17251 -0.72707 -0.11744 -0.2 -0.6 -0.2 -0.606
C 2.80140 -0.55911 -2.20683 0.1 -0.6 -0.9 -0.219
C 1.69067 -1.15223 -3.09432 0.5 0.3 0.2 -0.610
C 4.01922 -0.29861 -3.11872 -0.3 0.0 0.1 -0.606
H -5.96608 3.88526 -0.08380 -0.1 0.0 -0.1 0.220
H -5.65266 3.62771 1.64459 0.1 0.2 0.0 0.229
H -6.36501 2.34061 0.73047 -0.2 0.1 -0.1 0.226
H -3.75146 3.31949 -0.27752 0.4 0.0 0.2 0.195
H -4.35819 1.68623 -0.24197 0.1 -0.3 0.3 0.178
H -2.25386 1.05371 3.74216 0.0 0.2 0.0 0.258
H -2.74956 -0.41040 2.95795 0.0 -0.1 0.1 0.233
H -1.26638 1.54590 1.19341 -0.1 0.0 -0.1 0.254
H -0.35563 0.90312 2.52106 0.1 0.1 0.0 0.217
H -1.56673 -1.40321 1.48744 0.0 -0.2 -0.1 0.259
H -1.05635 -0.46500 0.03202 -0.1 -0.1 -0.1 0.274
H 0.53646 -2.21950 1.52360 0.3 1.0 0.6 0.175
H 2.47193 -2.64868 0.57636 -0.1 0.3 0.4 0.217
H 1.42544 -2.67150 -0.81538 -0.3 0.3 0.0 0.221
H 3.82978 -2.31566 -1.48508 -0.4 -0.4 0.0 0.243
H 5.03210 -0.33876 -0.65214 0.0 0.1 0.0 0.238
H 3.62039 0.08993 0.34306 0.2 0.2 0.1 0.203
H 4.54288 -1.40894 0.64809 0.1 0.1 0.2 0.211
H 2.47218 0.40622 -1.82132 -0.1 -0.1 0.3 0.205
H 0.90573 -1.65447 -2.53438 -0.2 0.0 -0.1 0.182
H 2.14007 -1.85331 -3.79655 -0.1 -0.2 0.0 0.218
H 1.26751 -0.34439 -3.68632 -0.2 -0.1 -0.1 0.228
H 4.62930 -1.19951 -3.18212 0.2 0.0 0.0 0.206
H 4.61701 0.54262 -2.78175 0.2 0.0 0.0 0.220
H 3.68521 -0.09627 -4.13407 0.0 0.2 0.0 0.224
Hg 0.83506 -3.00844 3.58906 0.2 -0.5 1.0 0.074
```
Positions in Å, forces in eV/Å.